No. 1
7 unconnected molecules or ions with the total composition C16H44ClO18S6 in a non-equilibrium geometry. Source: the OMol25 dataset; level of theory: ωB97M-V with the def2-TZVPD basis set.

The value obtained for the calculated total energy is -131682.1425 eV. Its spin multiplicity is 1. The calculation puts the energy above the lowest of the compared OMol25 structures with the same formula, charge and spin at 402.1 kJ/mol. As for the HOMO energy: -0.22015 Ha. For the LUMO energy, the calculation gives 1.58 eV. The net charge is -1. The orbital gap is 7.57 eV.

The geometry in XYZ format:
```
85
Properties=species:S:1:pos:R:3:mulliken_charge:R:1
Cl 2.11 -13.64 14.95 1.676
O 2.81 -13.63 16.16 -0.650
O 1.10 -12.63 15.02 -0.674
O 2.92 -13.48 13.79 -0.663
O 1.39 -14.88 14.81 -0.690
O 11.63 -11.46 14.60 -0.568
S 11.49 -11.22 13.18 1.090
O 11.98 -12.18 12.23 -0.569
O 9.89 -10.80 12.76 -0.347
C 9.18 -9.93 13.62 -0.180
C 7.91 -10.54 14.13 -1.209
C 12.23 -9.51 12.75 -0.834
H 9.07 -9.01 13.04 0.385
H 9.87 -9.52 14.35 0.392
H 7.51 -11.26 13.43 0.324
H 7.09 -9.82 14.20 0.285
H 7.89 -10.99 15.12 0.291
H 11.54 -8.79 13.17 0.309
H 12.35 -9.59 11.67 0.296
H 13.24 -9.40 13.13 0.333
O -2.34 -13.08 8.45 -0.619
S -2.14 -13.26 9.89 1.154
O -3.12 -12.74 10.91 -0.598
O -1.87 -14.88 10.21 -0.275
C -1.02 -15.63 9.36 -0.250
C -0.53 -16.76 10.30 -1.133
C -0.47 -12.47 10.18 -0.900
H -0.25 -14.95 9.00 0.342
H -1.45 -15.97 8.42 0.299
H 0.06 -16.48 11.17 0.323
H 0.18 -17.30 9.67 0.364
H -1.36 -17.39 10.63 0.282
H -0.71 -11.50 10.60 0.361
H 0.01 -12.30 9.22 0.324
H 0.09 -13.18 10.79 0.324
O -5.82 -14.41 17.16 -0.615
S -5.84 -15.62 16.35 1.141
O -5.65 -16.90 16.94 -0.605
O -7.26 -15.59 15.49 -0.321
C -7.82 -16.83 15.19 -0.112
C -9.04 -16.68 14.37 -1.308
C -4.75 -15.39 14.94 -0.832
H -8.01 -17.33 16.14 0.311
H -7.07 -17.41 14.66 0.315
H -8.75 -16.27 13.40 0.330
H -9.93 -16.26 14.84 0.307
H -9.33 -17.65 13.98 0.404
H -3.74 -15.69 15.22 0.372
H -4.87 -14.33 14.70 0.319
H -5.20 -16.01 14.17 0.293
O 2.45 -6.04 17.79 -0.623
S 2.20 -7.46 17.52 1.109
O 0.79 -8.00 17.66 -0.580
O 2.85 -7.75 16.01 -0.205
C 2.26 -7.04 14.95 -0.312
C 2.49 -7.84 13.64 -1.126
C 3.37 -8.53 18.43 -0.862
H 2.81 -6.11 15.02 0.299
H 1.21 -6.79 15.09 0.382
H 2.17 -7.34 12.73 0.357
H 2.10 -8.86 13.67 0.329
H 3.55 -8.05 13.51 0.260
H 3.68 -9.35 17.77 0.318
H 2.82 -8.93 19.28 0.330
H 4.30 -8.06 18.75 0.325
C 9.68 -16.17 15.17 -0.850
S 8.00 -16.67 14.73 0.525
O 7.89 -18.16 14.43 -0.625
C 7.17 -16.44 16.41 -0.926
H 9.65 -15.19 15.65 0.306
H 10.29 -16.23 14.27 0.302
H 9.98 -16.87 15.95 0.303
H 7.33 -15.48 16.89 0.349
H 7.40 -17.14 17.21 0.342
H 6.13 -16.63 16.12 0.277
C -0.44 -17.59 19.16 -0.847
S 0.49 -17.72 20.78 0.469
O 0.53 -19.25 21.05 -0.639
C 2.19 -17.27 20.20 -0.856
H 0.19 -17.61 18.27 0.289
H -0.94 -16.63 19.03 0.333
H -1.22 -18.36 19.16 0.307
H 3.01 -17.69 20.77 0.337
H 2.28 -16.19 20.18 0.335
H 2.26 -17.64 19.17 0.273
```


No. 2
2 unconnected molecules or ions with the total composition C4H12 in a non-equilibrium geometry. Source: the OMol25 dataset; level of theory: ωB97M-V with the def2-TZVPD basis set.

The value obtained for the calculated total energy is -4342.2518 eV. Its spin multiplicity is 1. The calculation puts the energy above the lowest of the compared OMol25 structures with the same formula, charge and spin at 26.7 kJ/mol. As for the HOMO energy: -0.41929 Ha. For the LUMO energy, the calculation gives 1.16 eV. The SMILES is CC.CC. The net charge is 0. The orbital gap is 12.57 eV.

The geometry in XYZ format:
```
16
Properties=species:S:1:pos:R:3:mulliken_charge:R:1
C -0.78 -2.06 0.48 -0.880
C 0.59 -1.97 1.10 -0.673
H -0.81 -1.92 -0.60 0.274
H -1.05 -3.12 0.62 0.310
H -1.62 -1.48 0.87 0.277
H 0.76 -2.38 2.09 0.340
H 0.91 -0.93 1.15 0.128
H 1.27 -2.50 0.43 0.235
C -0.01 1.34 -0.47 -0.616
C 0.20 2.73 -1.03 -1.026
H 0.26 0.55 -1.16 0.275
H 0.62 1.22 0.41 0.214
H -1.05 1.20 -0.20 0.261
H 1.05 2.78 -1.71 0.296
H -0.62 3.00 -1.71 0.292
H 0.29 3.52 -0.29 0.294
```


No. 3
2 unconnected molecules or ions with the total composition C2H7O2. Source: the OMol25 dataset; level of theory: ωB97M-V with the def2-TZVPD basis set.

The value obtained for the calculated total energy is -6274.0332 eV. Its spin multiplicity is 1. The calculation puts the energy above the lowest of the compared OMol25 structures with the same formula, charge and spin at 90.0 kJ/mol. As for the HOMO energy: -0.50659 Ha. For the LUMO energy, the calculation gives -6.21 eV. The net charge is +1. The orbital gap is 7.58 eV.

The geometry in XYZ format:
```
11
Properties=species:S:1:pos:R:3:mulliken_charge:R:1
O 4.61 1.50 -1.42 -0.664
H 4.87 1.86 -2.28 0.333
H -3.78 0.04 0.37 0.344
H 5.18 0.74 -1.26 0.330
C -3.08 -0.78 0.56 -0.929
C -1.74 -0.36 0.27 0.378
O -0.79 -0.65 1.05 -0.252
H -3.26 -1.25 1.52 0.320
H -3.27 -1.58 -0.18 0.328
H -1.48 0.18 -0.64 0.374
H 0.10 -0.35 0.80 0.437
```


No. 4
A molecular structure, C8H7Br2N in a non-equilibrium geometry. Source: the OMol25 dataset; level of theory: ωB97M-V with the def2-TZVPD basis set.

The value obtained for the calculated total energy is -149984.5154 eV. Its spin multiplicity is 1. The calculation puts the energy above the lowest of the compared OMol25 structures with the same formula, charge and spin at 0.0 kJ/mol. As for the HOMO energy: -0.30486 Ha. For the LUMO energy, the calculation gives 0.53 eV. The net charge is 0. The orbital gap is 8.82 eV.

The geometry in XYZ format:
```
18
Properties=species:S:1:pos:R:3:mulliken_charge:R:1
C 1.84 -1.33 -0.90 -0.559
C 1.24 -2.15 0.04 -0.453
C 1.42 -0.02 -1.06 -0.598
C 0.20 -1.69 0.83 -0.791
C 0.38 0.44 -0.29 0.970
C -0.23 -0.39 0.66 0.111
C -0.30 1.78 -0.33 -0.869
C -1.63 1.50 0.34 0.165
N -1.24 0.26 1.34 -0.369
Br -2.38 2.95 1.34 -0.087
Br -2.96 0.82 -0.95 -0.076
H 2.63 -1.71 -1.52 0.373
H 1.59 -3.17 0.16 0.372
H 1.88 0.62 -1.80 0.404
H -0.28 -2.33 1.56 0.380
H 0.25 2.52 0.27 0.338
H -0.41 2.17 -1.34 0.402
H -2.04 -0.27 1.65 0.285
```


No. 5
A molecular structure, C35H45BrN4P2Pd in a non-equilibrium geometry. Source: the OMol25 dataset; level of theory: ωB97M-V with the def2-TZVPD basis set.

The value obtained for the calculated total energy is -135066.3949 eV. Its spin multiplicity is 3. The expectation value of S² is 2.01. The calculation puts the energy above the lowest of the compared OMol25 structures with the same formula, charge and spin at 122.6 kJ/mol. As for the HOMO energy (alpha / beta): -0.47958 / -0.47872 Ha. For the LUMO energy (alpha / beta), the calculation gives -7.45 / -8.71 eV. The net charge is +2. The orbital gap (alpha / beta) is 5.60 / 4.31 eV.

The geometry in XYZ format:
```
88
Properties=species:S:1:pos:R:3:mulliken_charge:R:1
C -3.11 -5.33 -1.77 -0.447
C -1.74 -5.08 -2.01 0.166
C -1.30 -4.93 -3.34 -0.374
C -2.26 -4.94 -4.36 -0.357
N -3.56 -5.12 -4.10 -0.569
C -3.99 -5.32 -2.86 -0.344
C -0.86 -4.87 -0.91 -0.338
C -0.12 -4.51 0.01 0.515
C 0.60 -3.68 0.93 0.243
C -0.07 -3.19 2.07 -1.036
C 0.05 -1.83 2.36 0.166
C 1.02 -1.15 1.64 0.107
C 2.08 -1.79 0.99 -0.305
C 1.82 -3.10 0.59 -0.792
Pd 0.88 0.86 1.33 -0.702
P -0.57 0.54 -0.36 1.394
H -0.24 -4.79 -3.56 0.488
H -3.47 -5.49 -0.76 0.448
H -1.96 -4.79 -5.40 0.390
H -5.06 -5.47 -2.69 0.375
H 2.49 -3.63 -0.08 0.492
H -0.75 -3.84 2.63 0.481
H 3.02 -1.29 0.76 0.780
H -0.59 -1.29 3.06 0.504
C -1.11 2.16 -1.01 -0.089
C -1.88 2.15 -2.34 -1.563
H -0.20 2.78 -1.08 0.438
H -1.73 2.62 -0.22 0.272
H -2.19 3.18 -2.57 0.471
H -1.26 1.80 -3.18 0.332
H -2.79 1.54 -2.29 0.340
C -0.01 -0.53 -1.72 1.203
C -1.13 -1.11 -2.60 -1.392
H 0.56 -1.34 -1.26 -0.060
H 0.71 0.05 -2.32 -0.452
H -0.68 -1.67 -3.43 0.479
H -1.76 -1.81 -2.04 0.224
H -1.77 -0.33 -3.03 0.193
C -1.96 -0.35 0.39 0.072
C -3.32 -0.07 -0.23 -1.517
H -1.95 -0.07 1.45 0.165
H -1.70 -1.41 0.37 0.216
H -4.08 -0.64 0.32 0.461
H -3.60 0.98 -0.18 0.327
H -3.37 -0.39 -1.28 0.306
Br 1.71 3.33 1.41 -0.362
P 2.87 1.95 -1.41 0.747
C 2.26 2.24 -3.11 -0.303
C 3.09 3.25 -3.90 -1.373
H 1.23 2.61 -2.98 0.160
H 2.18 1.28 -3.64 0.495
H 2.65 3.39 -4.89 0.437
H 3.10 4.22 -3.39 0.345
H 4.13 2.91 -4.04 0.294
C 3.99 3.33 -0.92 -0.261
C 5.48 3.13 -1.00 -1.383
H 3.69 3.51 0.13 0.091
H 3.70 4.23 -1.47 0.414
H 5.98 3.97 -0.51 0.424
H 5.79 2.21 -0.48 0.315
H 5.87 3.09 -2.03 0.261
C 3.86 0.41 -1.45 -0.304
C 4.75 0.25 -2.67 -1.350
H 3.15 -0.42 -1.38 0.138
H 4.45 0.39 -0.52 0.537
H 5.24 -0.73 -2.63 0.434
H 4.18 0.28 -3.61 0.303
H 5.54 1.00 -2.73 0.253
N -3.90 0.68 10.59 -0.440
C -3.57 0.93 9.49 -0.052
C -3.18 1.22 8.13 0.379
C -2.51 0.23 7.39 -0.966
C -2.06 0.51 6.11 -0.282
C -2.32 1.78 5.57 1.708
C -3.06 2.75 6.25 -0.627
C -3.47 2.47 7.55 -0.902
N -1.76 2.08 4.33 0.279
C -2.04 3.16 3.48 -0.416
C -1.26 2.99 2.38 -1.499
N -0.54 1.81 2.57 0.547
C -0.80 1.31 3.76 -1.006
H -2.34 -0.76 7.81 0.437
H -1.51 -0.24 5.53 0.227
H -3.25 3.72 5.78 0.286
H -4.02 3.21 8.13 0.459
H -2.73 3.95 3.75 0.430
H -1.00 3.67 1.57 0.543
H -0.24 0.53 4.27 0.875
```


No. 6
A molecular structure, C30H25FeN3PS3Se2 in a non-equilibrium geometry. Source: the OMol25 dataset; level of theory: ωB97M-V with the def2-TZVPD basis set.

The value obtained for the calculated total energy is -242866.4814 eV. Its spin multiplicity is 5. The expectation value of S² is 6.02. The calculation puts the energy above the lowest of the compared OMol25 structures with the same formula, charge and spin at 0.0 kJ/mol. As for the HOMO energy (alpha / beta): -0.14279 / -0.14892 Ha. For the LUMO energy (alpha / beta), the calculation gives 2.15 / 2.05 eV. The net charge is -1. The orbital gap (alpha / beta) is 6.04 / 6.10 eV.

The geometry in XYZ format:
```
65
Properties=species:S:1:pos:R:3:mulliken_charge:R:1
Fe -0.04 1.09 0.02 1.162
C 1.35 1.26 3.48 -1.182
C -0.14 1.35 3.45 0.580
C -0.81 1.69 4.63 -0.828
C -2.17 1.80 4.64 -0.758
C -2.86 1.52 3.47 -1.030
C -2.14 1.16 2.35 0.332
N -0.81 1.11 2.31 0.762
C -2.88 0.79 1.10 0.588
C -4.19 0.35 1.14 -0.950
C -4.81 0.02 -0.05 -0.973
C -4.13 0.19 -1.23 -1.103
C -2.82 0.65 -1.18 0.653
N -2.21 0.91 -0.04 0.882
C -2.03 0.89 -2.42 0.394
C -2.68 1.06 -3.63 -1.091
C -1.92 1.28 -4.77 -0.699
C -0.55 1.34 -4.65 -0.844
C 0.04 1.19 -3.39 0.396
C 1.52 1.33 -3.27 -0.942
N -0.70 0.97 -2.30 0.724
H 1.68 0.83 4.43 0.528
H 1.78 2.25 3.37 0.214
H 1.72 0.65 2.67 -0.158
H -0.22 1.88 5.52 0.466
H -2.70 2.09 5.54 0.406
H -3.94 1.60 3.43 0.413
H -4.70 0.22 2.08 0.426
H -5.82 -0.37 -0.05 0.410
H -4.58 -0.08 -2.17 0.406
H -3.76 1.05 -3.68 0.399
H -2.40 1.42 -5.73 0.411
H 0.08 1.51 -5.51 0.482
H 2.02 0.72 -4.02 0.419
H 1.85 1.03 -2.29 -0.459
H 1.81 2.37 -3.40 0.301
S -0.66 5.98 1.60 -0.364
C -0.20 4.57 0.83 0.030
S -1.08 3.67 -0.31 -0.293
S 1.45 4.11 1.27 -0.243
Se 2.00 2.28 0.16 -0.310
P 0.36 -1.30 -0.05 0.746
Se -1.52 -2.39 -0.04 -0.707
C 1.37 -1.93 -1.49 0.689
C 2.65 -1.43 -1.70 -0.121
C 3.44 -1.89 -2.76 -0.891
C 2.94 -2.84 -3.63 -0.436
C 1.65 -3.33 -3.44 -0.628
C 0.87 -2.88 -2.38 -0.426
C 1.44 -2.01 1.30 0.893
C 2.67 -1.42 1.59 -0.330
C 3.52 -1.96 2.55 -0.708
C 3.15 -3.10 3.24 -0.494
C 1.92 -3.69 2.97 -0.511
C 1.07 -3.15 2.01 -0.736
H 3.06 -0.67 -1.05 0.183
H 4.44 -1.50 -2.89 0.402
H 3.54 -3.20 -4.46 0.368
H 1.25 -4.07 -4.12 0.383
H -0.13 -3.26 -2.22 0.288
H 2.96 -0.50 1.09 0.001
H 4.47 -1.48 2.75 0.418
H 3.81 -3.53 3.99 0.358
H 1.62 -4.58 3.52 0.386
H 0.11 -3.61 1.80 0.314
```


> energy above the lowest of the compared OMol25 structures with the same formula, charge and spin of number 1 (C16H44ClO18S6)?

402.1 kJ/mol


What did the third record say?
2 unconnected molecules or ions with the total composition C2H7O2. Source: the OMol25 dataset; level of theory: ωB97M-V with the def2-TZVPD basis set.

The value obtained for the calculated total energy is -6274.0332 eV. Its spin multiplicity is 1. The calculation puts the energy above the lowest of the compared OMol25 structures with the same formula, charge and spin at 90.0 kJ/mol. As for the HOMO energy: -0.50659 Ha. For the LUMO energy, the calculation gives -6.21 eV. The net charge is +1. The orbital gap is 7.58 eV.

The geometry in XYZ format:
```
11
Properties=species:S:1:pos:R:3:mulliken_charge:R:1
O 4.61 1.50 -1.42 -0.664
H 4.87 1.86 -2.28 0.333
H -3.78 0.04 0.37 0.344
H 5.18 0.74 -1.26 0.330
C -3.08 -0.78 0.56 -0.929
C -1.74 -0.36 0.27 0.378
O -0.79 -0.65 1.05 -0.252
H -3.26 -1.25 1.52 0.320
H -3.27 -1.58 -0.18 0.328
H -1.48 0.18 -0.64 0.374
H 0.10 -0.35 0.80 0.437
```


> Which value of spin multiplicity does entry 2 give?

1


> Among the records above, which one has the highest calculated total energy?

C4H12